Record 1
Density functional theory data (ωB97M-V with the def2-TZVPD basis set) for a molecular structure, C5H7N at a distorted geometry.

Structure (XYZ):
```
13
Properties=species:S:1:pos:R:3:nbo_charge:R:1
C -1.342 -0.795 0.357 -0.6908
C 0.181 0.194 -0.264 -0.2117
C 1.291 0.348 0.722 -0.3917
C 1.455 -0.534 -0.456 -0.5063
C -0.450 1.228 -1.030 0.2540
N -0.938 2.060 -1.672 -0.2857
H -1.123 -1.758 0.836 0.2551
H -1.593 -0.055 1.113 0.2648
H -2.105 -0.867 -0.420 0.2447
H 1.165 -0.088 1.718 0.1983
H 1.672 1.374 0.757 0.2129
H -0.238 -0.953 -0.325 0.4469
H 2.020 -0.234 -1.332 0.2096
```

Lowest unoccupied orbital energy, eV: 0.6
Spin multiplicity: 1
Gap between HOMO and LUMO, hartree: 0.311
E_HOMO, eV: -7.854

***

Record 2
Density functional theory data (ωB97M-V with the def2-TZVPD basis set) for C5H7N in the gas phase at a distorted geometry.

Structure (XYZ):
```
13
Properties=species:S:1:pos:R:3:nbo_charge:R:1
C -0.501 1.453 0.661 -0.7682
C 0.506 1.046 -0.356 0.1046
C 1.179 -0.230 0.005 -0.5080
C 0.126 -0.947 -0.880 -0.5223
C -1.000 -1.543 -0.173 0.2791
N -1.916 -1.988 0.381 -0.3132
H -1.354 2.002 0.252 0.2382
H 0.106 2.206 1.202 0.2775
H -0.837 0.715 1.406 0.2056
H -0.221 -0.124 -1.551 0.2933
H 1.152 -0.569 1.047 0.2091
H 2.172 -0.364 -0.432 0.2246
H 0.589 -1.656 -1.562 0.2797
```

Lowest unoccupied orbital energy, eV: 0.4
Spin multiplicity: 1
Gap between HOMO and LUMO, hartree: 0.337
E_HOMO, eV: -8.755

***

Record 3
Density functional theory data (ωB97M-V with the def2-TZVPD basis set) for a molecular structure, C5H7N at a distorted geometry.

Structure (XYZ):
```
13
Properties=species:S:1:pos:R:3:nbo_charge:R:1
C 0.462 -1.213 0.078 -0.4934
C 1.112 -0.268 -0.928 -0.3158
C 0.542 0.976 -0.695 -0.1721
C -0.527 1.002 0.338 -0.1688
N -1.684 0.168 0.001 -0.5511
C -0.620 -0.410 0.811 -0.0710
H 1.202 -1.638 0.768 0.2305
H 0.035 -2.074 -0.457 0.2336
H 1.881 0.525 -0.460 0.3083
H 0.836 1.857 -1.272 0.2255
H -0.712 1.880 0.952 0.2153
H -1.618 -0.146 -0.966 0.3499
H -0.907 -0.659 1.832 0.2091
```

Lowest unoccupied orbital energy, eV: 1.0
Spin multiplicity: 1
Gap between HOMO and LUMO, hartree: 0.342
E_HOMO, eV: -8.333

***

Record 4
Density functional theory data (ωB97M-V with the def2-TZVPD basis set) for C5H7N in the gas phase at a distorted geometry.

Structure (XYZ):
```
13
Properties=species:S:1:pos:R:3:nbo_charge:R:1
C 1.925 -0.006 0.014 -0.6423
C 0.455 0.061 0.038 0.1235
C -0.379 1.146 0.150 -0.3076
C -1.717 0.662 0.123 -0.3008
C -1.659 -0.697 -0.030 -0.0844
N -0.336 -1.056 -0.110 -0.5161
H 2.422 -0.777 0.621 0.2211
H 1.973 -0.259 -1.122 0.2203
H 2.423 0.957 0.141 0.2339
H -0.056 2.176 0.243 0.2165
H -2.620 1.252 0.198 0.2196
H -2.443 -1.437 -0.110 0.2089
H -0.001 -2.005 -0.173 0.4073
```

Lowest unoccupied orbital energy, eV: 1.0
Spin multiplicity: 1
SMILES: Cc1ccc[nH]1
Gap between HOMO and LUMO, hartree: 0.327
E_HOMO, eV: -7.842

***

Record 5
Density functional theory data (ωB97M-V with the def2-TZVPD basis set) for C5H7N in the gas phase.

Structure (XYZ):
```
13
Properties=species:S:1:pos:R:3:nbo_charge:R:1
C 2.666 -0.896 -0.440 -0.4058
C 1.384 -0.390 -0.216 -0.3644
C 0.241 0.156 -0.389 -0.0196
C -1.147 -0.082 -0.046 -0.1842
C -1.832 0.988 0.750 -0.2265
N -2.183 0.795 -0.637 -0.5587
H 1.540 -1.218 0.621 0.3674
H 3.448 -0.833 0.313 0.2137
H 2.920 -1.442 -1.350 0.2157
H -1.501 -1.106 0.094 0.2004
H -1.239 1.854 1.038 0.2032
H -2.585 0.678 1.472 0.2004
H -1.712 1.494 -1.210 0.3583
```

Lowest unoccupied orbital energy, eV: -0.1
Spin multiplicity: 1
Gap between HOMO and LUMO, hartree: 0.282
E_HOMO, eV: -7.776

***

Record 6
Density functional theory data (ωB97M-V with the def2-TZVPD basis set) for C5H7N in the gas phase.

Structure (XYZ):
```
13
Properties=species:S:1:pos:R:3:nbo_charge:R:1
C -0.257 0.115 1.892 -0.6495
C -0.100 0.002 0.409 0.1530
C -0.420 -0.970 -0.460 -0.2680
C 0.015 -0.484 -1.799 -0.5457
C 0.469 0.926 -1.675 0.0464
N 0.481 1.054 -0.335 -0.5829
H 0.712 0.230 2.391 0.2230
H -0.871 0.982 2.165 0.2242
H -0.739 -0.779 2.295 0.2328
H -0.903 -1.910 -0.220 0.2245
H -0.423 -0.874 -2.718 0.2472
H 1.139 -0.546 -1.958 0.2923
H 0.872 1.872 0.107 0.4026
```

Lowest unoccupied orbital energy, eV: 0.9
Spin multiplicity: 1
Gap between HOMO and LUMO, hartree: 0.344
E_HOMO, eV: -8.416

***

Record 7
Density functional theory data (ωB97M-V with the def2-TZVPD basis set) for C5H7N in the gas phase at a distorted geometry.

Structure (XYZ):
```
13
Properties=species:S:1:pos:R:3:nbo_charge:R:1
N -0.337 0.968 1.724 -0.8048
C 0.507 0.212 0.692 -0.1381
C 0.539 0.924 -0.625 -0.1947
C 0.197 0.117 -1.633 -0.2212
C -0.348 -1.094 -1.076 -0.2436
C -0.069 -1.130 0.247 -0.1885
H -1.175 1.225 1.248 0.3517
H -0.692 0.329 2.512 0.3562
H 1.449 -0.038 1.156 0.2244
H 0.893 1.916 -0.848 0.2155
H 0.188 0.457 -2.686 0.2203
H -0.864 -1.878 -1.564 0.2134
H -0.290 -2.008 0.854 0.2095
```

Lowest unoccupied orbital energy, eV: 0.8
Spin multiplicity: 1
SMILES: NC1C=CC=C1
Gap between HOMO and LUMO, hartree: 0.342
E_HOMO, eV: -8.515

***

Record 8
Density functional theory data (ωB97M-V with the def2-TZVPD basis set) for C5H7N in the gas phase.

Structure (XYZ):
```
13
Properties=species:S:1:pos:R:3:nbo_charge:R:1
C 0.921 -1.340 -2.068 -0.6820
C 0.395 -0.394 -1.103 -0.0062
C -0.348 0.319 -0.477 -0.0432
C -0.903 1.137 0.565 -0.1676
C -0.819 0.546 1.924 -0.2392
N 0.096 1.610 1.531 -0.5556
H -0.006 -1.622 -2.565 0.2440
H 1.355 -2.244 -1.633 0.2335
H 1.640 -0.889 -2.761 0.2339
H -1.697 1.833 0.313 0.2222
H -0.457 -0.479 1.989 0.2015
H -1.552 0.835 2.669 0.2004
H 0.986 1.203 1.244 0.3582
```

Lowest unoccupied orbital energy, eV: 0.9
Spin multiplicity: 1
SMILES: CC#C[C@H]1CN1
Gap between HOMO and LUMO, hartree: 0.363
E_HOMO, eV: -8.960

***

Record 9
Density functional theory data (ωB97M-V with the def2-TZVPD basis set) for a molecular structure, C5H7N.

Structure (XYZ):
```
13
Properties=species:S:1:pos:R:3:nbo_charge:R:1
C -1.165 -0.974 0.335 -0.4208
N -0.006 -0.165 0.666 -0.4271
C -0.172 1.299 0.480 -0.2847
C 0.950 1.243 -0.515 -0.0269
C 1.024 -0.109 -0.362 -0.0932
C 1.830 -1.059 -1.039 -0.1053
H -0.857 -2.020 0.243 0.2099
H -1.626 -0.666 -0.621 0.1672
H -1.916 -0.907 1.128 0.2042
H -1.152 1.566 0.064 0.2196
H 0.019 1.897 1.378 0.2271
H 1.545 1.967 -1.059 0.2237
H 1.525 -2.073 -0.698 0.1064
```

Lowest unoccupied orbital energy (spin up / spin down), eV: -1.1 / -1.1
Spin multiplicity: 1
Gap between HOMO and LUMO (spin up / spin down), hartree: 0.276 / 0.276
E_HOMO (spin up / spin down), eV: -8.611 / -8.612

***

Record 10
Density functional theory data (ωB97M-V with the def2-TZVPD basis set) for a gas-phase ion, C5H7N2 (charge +1) at a distorted geometry.

Structure (XYZ):
```
14
Properties=species:S:1:pos:R:3:nbo_charge:R:1
C -2.715 0.954 0.013 0.1350
N -2.268 -0.226 -0.059 -0.4243
C -1.220 -0.881 -0.137 0.7883
N -0.136 -1.373 -0.220 -0.3124
C 0.891 -0.485 -0.035 0.1961
C 0.510 0.762 0.382 -0.4009
C 2.213 -0.936 -0.375 -0.6479
H -2.030 1.926 0.214 0.2437
H -3.800 1.068 -0.109 0.2372
H -0.269 0.780 1.106 0.1952
H 1.263 1.576 0.411 0.2454
H 2.375 -0.992 -1.386 0.2499
H 2.243 -1.845 0.159 0.2508
H 2.943 -0.326 0.036 0.2441
```

Lowest unoccupied orbital energy (spin up / spin down), eV: -6.5 / -6.5
Spin multiplicity: 1
Charge: +1
SMILES: C=[N+]=C=NC(=C)C
Gap between HOMO and LUMO (spin up / spin down), hartree: 0.282 / 0.282
E_HOMO (spin up / spin down), eV: -14.178 / -14.180

***

Record 11
Density functional theory data (ωB97M-V with the def2-TZVPD basis set) for a molecular structure, C5H7N2 at a distorted geometry.

Structure (XYZ):
```
14
Properties=species:S:1:pos:R:3:nbo_charge:R:1
C 1.206 -1.296 0.204 -0.4314
C 0.104 -0.516 0.127 0.2481
C 2.281 -0.503 -0.157 0.3837
C 0.960 1.220 -0.002 0.2313
C -1.326 -0.615 -0.202 -0.3349
N 2.195 0.834 0.037 -0.5549
N -2.018 0.554 0.231 -0.8387
H 1.234 -2.367 0.285 0.2888
H -1.431 -0.722 -1.288 0.2607
H -1.689 -1.558 0.248 0.2404
H 3.025 1.424 -0.015 0.4652
H -2.794 0.836 -0.347 0.3991
H 0.485 2.116 -0.337 0.2546
H -2.232 0.591 1.215 0.3878
```

Lowest unoccupied orbital energy (spin up / spin down), eV: -6.4 / -6.2
Spin multiplicity: 1
Charge: +1
Gap between HOMO and LUMO (spin up / spin down), hartree: 0.271 / 0.274
E_HOMO (spin up / spin down), eV: -13.789 / -13.645

***

Record 12
Density functional theory data (ωB97M-V with the def2-TZVPD basis set) for a gas-phase ion, C5H7N2 (charge +1) at a distorted geometry.

Structure (XYZ):
```
14
Properties=species:S:1:pos:R:3:nbo_charge:R:1
C -1.579 -1.506 1.196 0.0380
C -1.857 -2.604 1.797 0.1258
C 1.034 0.512 0.149 -0.2524
C -0.297 0.680 1.105 -0.2245
C 0.179 -0.381 -1.788 0.1356
N 0.574 0.622 -1.147 -0.4016
N -1.025 -0.485 0.800 -0.3537
H 1.609 1.408 0.302 0.2423
H 1.696 -0.459 0.323 0.2662
H 0.012 0.645 2.148 0.2498
H -0.791 1.647 0.840 0.2482
H 0.189 -1.405 -1.376 0.2479
H -0.298 -0.188 -2.707 0.2262
H 0.554 1.514 -1.643 0.4522
```

Lowest unoccupied orbital energy (spin up / spin down), eV: -5.8 / -5.6
Spin multiplicity: 1
Charge: +1
Gap between HOMO and LUMO (spin up / spin down), hartree: 0.263 / 0.269
E_HOMO (spin up / spin down), eV: -12.993 / -12.944